Record 1
C27H21F4N8Pt as an isolated structure at a distorted geometry. Source: the Open Molecules 2025 dataset; level of theory: the ωB97M-V functional and the def2-TZVPD basis.

XYZ file:
```
61
Properties=species:S:1:pos:R:3
Pt -0.554 -0.034 0.463
C -3.153 -2.674 0.944
C -2.065 -2.468 -0.102
C -2.600 -1.981 -1.422
C -3.129 -2.951 -2.245
C -3.682 -2.619 -3.469
C -3.652 -1.305 -3.897
C -3.114 -0.292 -3.121
C -2.982 1.063 -3.803
C -4.310 1.832 -3.905
C -2.652 -0.631 -1.828
N -2.127 0.379 -0.961
C -2.540 1.590 -1.033
C -1.714 2.662 -0.486
C -1.663 3.944 -0.839
C -0.520 4.563 -0.069
C 0.023 3.350 0.691
N -0.659 2.310 0.440
H -2.746 -3.071 1.870
H -3.867 -3.401 0.557
H -3.699 -1.750 1.149
H -1.503 -3.387 -0.257
H -1.270 -1.745 0.294
H -3.112 -3.987 -1.923
H -4.093 -3.392 -4.105
H -4.021 -1.055 -4.886
H -2.624 0.874 -4.813
H -2.219 1.685 -3.332
H -5.000 1.308 -4.565
H -4.151 2.827 -4.326
H -4.816 1.936 -2.940
H -3.452 1.856 -1.553
H -2.295 4.480 -1.536
H -0.861 5.338 0.624
H 0.871 3.379 1.371
N -1.326 -1.322 3.210
N -0.922 -0.085 2.712
H -2.158 -1.274 3.776
H -0.573 -1.834 3.640
H -1.617 0.625 2.896
H -0.035 0.206 3.103
F 5.760 1.710 -1.082
C 4.546 1.947 -1.506
C 4.266 3.220 -2.023
F 5.219 4.116 -2.048
C 2.963 3.574 -2.361
C 1.992 2.574 -2.313
C 2.271 1.333 -1.825
F 1.289 0.443 -1.784
C 3.531 1.010 -1.314
C 3.672 -0.164 -0.442
C 2.495 -0.497 0.294
N 1.498 -0.546 0.865
C 4.871 -0.837 -0.195
N 5.866 -1.408 0.004
F 0.742 2.856 -2.682
C 2.506 4.971 -2.500
C 1.336 5.155 -1.723
N 0.586 5.083 -0.867
C 3.151 5.970 -3.212
N 3.683 6.801 -3.838
```

Computed properties:
orbital gap (spin up / spin down)	6.465 / 4.117	eV
⟨S²⟩	6.058
lowest unoccupied orbital energy (spin up / spin down)	-10.188 / -12.543	eV
total energy	-54340.320	eV
multiplicity	5
net charge	+3

---

Record 2
C39H54AgN3P as an isolated structure. Source: the Open Molecules 2025 dataset; level of theory: the ωB97M-V functional and the def2-TZVPD basis.

XYZ file:
```
98
Properties=species:S:1:pos:R:3
Ag 0.774 -0.808 -0.177
N 3.039 1.705 -1.813
C 1.909 2.340 -1.316
C 1.861 3.731 -1.530
C 0.804 4.456 -1.044
C -0.199 3.786 -0.348
C -0.072 2.427 -0.197
N 0.950 1.687 -0.667
C 3.481 0.395 -1.881
C 4.751 0.207 -2.459
C 5.262 -1.061 -2.571
C 4.497 -2.135 -2.120
C 3.270 -1.860 -1.576
N 2.752 -0.620 -1.434
H 3.684 2.349 -2.234
H 2.660 4.218 -2.078
H 0.757 5.525 -1.203
H -1.056 4.300 0.066
H -0.824 1.878 0.353
H 5.314 1.065 -2.808
H 6.237 -1.219 -3.010
H 4.845 -3.156 -2.197
H 2.634 -2.667 -1.236
C 3.538 2.395 3.831
C 3.231 1.855 2.431
C 4.478 1.218 1.824
C 2.035 0.929 2.475
C 2.147 -0.453 2.418
C 1.023 -1.282 2.448
C 1.227 -2.758 2.730
C 2.472 -3.352 2.080
C 1.310 -2.951 4.251
C -0.272 -0.715 2.432
C -0.397 0.683 2.593
C 0.766 1.454 2.612
C -1.672 1.490 2.869
C -2.954 1.153 2.114
C -1.932 1.566 4.381
C -1.500 -1.603 2.404
C -2.139 -1.814 3.623
C -3.374 -2.441 3.701
C -4.002 -2.855 2.537
C -3.347 -2.716 1.323
C -2.085 -2.127 1.225
P -1.193 -2.204 -0.390
C -2.271 -1.355 -1.704
C -3.425 -2.144 -2.320
C -1.349 -0.883 -2.848
C -2.849 -0.104 -1.039
C -1.052 -4.020 -0.841
C -0.401 -4.081 -2.234
C -0.110 -4.697 0.151
C -2.347 -4.841 -0.850
H 4.375 3.096 3.801
H 3.806 1.576 4.503
H 2.675 2.909 4.258
H 2.939 2.702 1.800
H 4.901 0.458 2.486
H 5.250 1.975 1.674
H 4.266 0.746 0.863
H 3.130 -0.909 2.397
H 0.352 -3.290 2.378
H 3.391 -2.938 2.503
H 2.488 -3.171 1.006
H 2.499 -4.431 2.245
H 2.160 -2.399 4.659
H 1.439 -4.007 4.496
H 0.406 -2.593 4.748
H 0.663 2.533 2.708
H -1.412 2.506 2.560
H -3.250 0.105 2.187
H -2.880 1.408 1.058
H -3.769 1.748 2.531
H -2.313 0.621 4.768
H -2.677 2.336 4.596
H -1.017 1.814 4.922
H -1.665 -1.449 4.525
H -3.850 -2.585 4.663
H -4.985 -3.306 2.571
H -3.840 -3.079 0.434
H -3.079 -3.017 -2.874
H -3.939 -1.495 -3.033
H -4.166 -2.460 -1.586
H -0.870 -1.707 -3.378
H -0.571 -0.219 -2.475
H -1.946 -0.325 -3.576
H -3.524 -0.346 -0.222
H -3.402 0.478 -1.783
H -2.043 0.521 -0.656
H 0.489 -3.446 -2.295
H -1.091 -3.785 -3.024
H -0.094 -5.110 -2.434
H 0.887 -4.265 0.122
H -0.031 -5.756 -0.112
H -0.506 -4.648 1.165
H -3.164 -4.376 -1.394
H -2.683 -5.054 0.165
H -2.136 -5.800 -1.333
```

Computed properties:
orbital gap	8.749	eV
lowest unoccupied orbital energy	-1.920	eV
total energy	-59075.422	eV
net charge	+1

---

Record 3
C44H50ClN5OS6Ti as an isolated structure. Source: the Open Molecules 2025 dataset; level of theory: the ωB97M-V functional and the def2-TZVPD basis.

XYZ file:
```
108
Properties=species:S:1:pos:R:3
Ti -0.690 0.018 0.795
C -1.554 -0.451 -2.809
C -1.598 1.053 -2.653
S -1.993 1.617 -0.976
C -3.775 1.316 -0.803
C -4.147 -0.102 -0.414
S -3.183 -0.558 1.054
C -3.441 -2.358 1.172
C -2.289 -3.000 1.923
S -0.637 -2.574 1.318
C -0.398 -3.512 -0.215
C -0.994 -2.861 -1.449
S -0.446 -1.130 -1.539
H -1.142 -0.727 -3.781
H -2.534 -0.914 -2.715
H -2.326 1.507 -3.327
H -0.635 1.510 -2.889
H -4.249 1.606 -1.743
H -4.114 2.033 -0.053
H -3.960 -0.827 -1.203
H -5.203 -0.158 -0.143
H -3.542 -2.746 0.160
H -4.383 -2.522 1.696
H -2.381 -4.088 1.915
H -2.279 -2.702 2.973
H -0.800 -4.516 -0.066
H 0.684 -3.621 -0.307
H -2.083 -2.875 -1.446
H -0.647 -3.359 -2.356
S 4.251 -0.581 -2.365
C 5.879 -0.746 -2.840
C 6.702 -0.974 -1.776
C 6.003 -1.020 -0.550
C 4.650 -0.820 -0.705
C 3.642 -0.803 0.337
C 2.320 -0.432 0.049
N 1.348 -0.376 0.966
C 1.646 -0.660 2.272
C 2.925 -1.098 2.646
C 3.185 -1.425 4.023
C 2.232 -1.269 4.960
C 0.918 -0.806 4.603
C -0.085 -0.595 5.551
C -1.353 -0.148 5.177
C -1.569 0.031 3.800
N -0.632 -0.161 2.869
C 0.628 -0.534 3.257
C -2.413 0.119 6.129
C -2.399 -0.134 7.481
C -3.601 0.247 8.118
C -4.506 0.782 7.249
S -3.909 0.832 5.654
C 3.910 -1.168 1.658
H 6.149 -0.669 -3.882
H 7.769 -1.105 -1.873
H 6.499 -1.178 0.396
H 2.038 -0.175 -0.964
H 4.174 -1.775 4.289
H 2.438 -1.481 6.001
H 0.140 -0.773 6.595
H -2.544 0.343 3.449
H -1.572 -0.576 8.017
H -3.789 0.131 9.175
H -5.492 1.161 7.467
H 4.898 -1.514 1.936
C 4.026 6.301 0.507
C 3.573 5.515 1.747
C 3.892 4.038 1.501
C 4.399 5.982 2.954
C 2.054 5.757 2.018
O 1.767 7.152 1.989
C 1.510 5.263 3.379
C 1.590 3.793 3.842
C 2.671 3.444 4.840
C 2.871 4.205 5.990
C 3.842 3.860 6.917
C 4.629 2.738 6.696
Cl 5.848 2.301 7.838
C 4.450 1.963 5.560
C 3.467 2.320 4.648
C 1.190 5.297 0.806
N 0.431 4.043 1.016
C 0.764 2.800 0.739
N -0.164 1.973 1.258
C -1.047 2.827 1.864
N -0.718 4.075 1.724
H 5.115 6.295 0.461
H 3.697 7.337 0.524
H 3.679 5.851 -0.428
H 4.946 3.946 1.235
H 3.338 3.640 0.641
H 3.720 3.409 2.373
H 5.459 5.839 2.745
H 4.167 5.423 3.861
H 4.279 7.048 3.161
H 2.360 7.623 2.587
H 0.468 5.589 3.397
H 1.997 5.886 4.130
H 1.713 3.103 3.003
H 0.625 3.548 4.301
H 2.264 5.082 6.180
H 3.993 4.455 7.807
H 5.095 1.111 5.394
H 3.344 1.727 3.743
H 1.776 5.152 -0.098
H 0.427 6.049 0.623
H 1.657 2.516 0.206
H -1.913 2.511 2.427
```

Computed properties:
orbital gap	2.893	eV
lowest unoccupied orbital energy	-13.232	eV
ΔE to the lowest compared entry with this formula, charge and spin	0.0	kcal per mole
total energy	-156552.650	eV
net charge	+4

---

Record 4
One molecule with the formula C9H7NS at a distorted geometry. Source: the Open Molecules 2025 dataset; level of theory: the ωB97M-V functional and the def2-TZVPD basis.

XYZ file:
```
18
Properties=species:S:1:pos:R:3
C 2.777 0.197 0.645
C 2.482 1.333 -0.200
C 2.051 -0.957 0.501
C 1.213 1.630 -0.502
C 0.519 -0.528 -0.127
C 1.232 -1.446 -0.692
C 0.011 0.825 -0.095
C -3.816 -1.271 -0.279
C -2.746 -0.788 0.236
N -1.045 1.456 -0.145
S -2.572 0.961 0.222
H 3.745 0.093 1.247
H 3.210 2.062 -0.562
H 2.271 -1.780 1.183
H 1.181 2.475 -1.232
H -4.159 -2.342 -0.168
H -4.452 -0.594 -0.759
H -1.903 -1.327 0.727
```

Computed properties:
orbital gap	7.693	eV
lowest unoccupied orbital energy	-0.828	eV
ΔE to the lowest compared entry with this formula, charge and spin	170.8	kcal per mole
total energy	-21764.247	eV

---

Record 5
C37H21ClF15GeLiN2OS2 as an isolated structure at a distorted geometry. Source: the Open Molecules 2025 dataset; level of theory: the ωB97M-V functional and the def2-TZVPD basis.

XYZ file:
```
81
Properties=species:S:1:pos:R:3
Li -0.120 -0.632 0.016
C -2.075 -1.386 5.370
C -0.937 -1.960 4.517
N -1.546 -2.669 3.326
C -2.303 -3.911 3.612
C -1.721 -5.135 2.926
C -1.557 -2.108 2.121
S -1.071 -0.464 1.999
N -2.057 -2.812 1.106
C -1.661 -2.787 -0.179
O -0.545 -2.361 -0.617
C -2.569 -3.553 -1.118
C -2.289 -3.514 -2.511
C -3.183 -4.045 -3.431
C -4.467 -4.493 -3.005
C -4.744 -4.457 -1.639
C -3.777 -4.159 -0.716
H -1.696 -0.649 6.083
H -2.427 -2.150 6.072
H -2.847 -0.927 4.761
H -0.365 -2.776 5.014
H -0.235 -1.185 4.155
H -3.327 -3.724 3.267
H -2.258 -4.088 4.703
H -1.578 -4.877 1.831
H -2.515 -5.982 2.938
H -0.770 -5.450 3.418
H -1.346 -3.052 -2.803
H -2.913 -4.152 -4.472
H -5.149 -4.960 -3.735
H -5.708 -4.799 -1.230
H -3.942 -4.347 0.365
F 5.435 -0.256 -2.367
C 4.932 0.845 -3.003
C 3.974 1.661 -2.380
C 3.669 2.864 -3.037
F 2.664 3.689 -2.571
C 4.155 3.246 -4.312
F 3.662 4.292 -5.018
C 5.062 2.312 -4.887
F 5.613 2.628 -6.037
C 5.477 1.150 -4.231
F 6.447 0.377 -4.695
Ge 2.821 1.140 -0.827
S 0.800 1.100 -1.405
C 3.357 2.525 0.565
C 4.696 2.702 0.924
F 5.530 1.776 0.339
C 5.197 3.664 1.803
F 6.407 3.698 2.406
C 4.170 4.474 2.414
F 4.489 5.297 3.400
C 2.795 4.339 2.066
F 1.875 5.024 2.775
C 2.378 3.410 1.124
F 1.029 3.153 0.956
C 3.282 -0.669 -0.073
C 3.674 -0.842 1.262
F 3.632 0.188 2.150
C 4.153 -2.031 1.765
F 4.545 -2.093 3.018
C 4.173 -3.141 0.920
F 4.638 -4.334 1.329
C 3.818 -3.005 -0.397
F 3.935 -4.140 -1.131
C 3.404 -1.789 -0.873
F 3.026 -1.688 -2.179
Cl -8.174 4.405 -1.412
C -6.458 4.503 -1.344
C -5.787 5.649 -1.866
C -4.473 5.510 -2.194
C -3.726 4.371 -1.706
C -2.357 4.306 -1.911
C -4.423 3.357 -0.952
C -5.752 3.423 -0.794
H -6.450 6.459 -2.128
H -3.901 6.276 -2.714
H -1.746 3.420 -1.662
H -1.843 5.179 -2.363
H -3.856 2.496 -0.677
H -6.269 2.645 -0.215
```

Computed properties:
orbital gap	3.048	eV
lowest unoccupied orbital energy	3.561	eV
ΔE to the lowest compared entry with this formula, charge and spin	0.0	kcal per mole
total energy	-175413.227	eV
net charge	-2

---

Record 6
A 2-piece molecular cluster, C4H9N2 overall at a distorted geometry. Source: the Open Molecules 2025 dataset; level of theory: the ωB97M-V functional and the def2-TZVPD basis.

XYZ file:
```
15
Properties=species:S:1:pos:R:3
C -0.247 -0.374 1.308
C -1.002 2.744 0.401
C 0.650 -2.318 0.276
C -0.174 -0.334 -1.094
N -0.851 1.686 1.055
N 0.044 -0.901 0.178
H -1.394 3.552 0.975
H -0.925 2.947 -0.741
H 1.761 -2.290 0.387
H 0.268 -2.686 1.216
H 0.278 -2.873 -0.602
H -0.108 0.837 -0.896
H 0.347 -0.763 -1.988
H -1.265 -0.222 -1.341
H -0.854 1.514 2.037
```

Computed properties:
orbital gap (spin up / spin down)	7.689 / 7.524	eV
⟨S²⟩	2.031
lowest unoccupied orbital energy (spin up / spin down)	-4.367 / -7.734	eV
ΔE to the lowest compared entry with this formula, charge and spin	99.8	kcal per mole
total energy	-7259.133	eV
multiplicity	3
net charge	+1